# 1
Here is a structure of composition C32H26F5N2O2S3Se2Ti from the OMol25 dataset. Energies are from ωB97M-V/def2-TZVPD.

Output
**Calculated total energy**: -240558.2645 eV
**Net charge**: +3
**Energy above the lowest of the compared OMol25 structures with the same formula, charge and spin**: 0.172 eV
**Spin multiplicity**: 1
**HOMO**: -16.4 eV
**Kohn-Sham gap**: 6.517 eV

Each line ends with the Mulliken charge.
CARTESIAN COORDINATES (ANGSTROEM)
Ti -0.0073 -0.4288 -1.0195  0.374
O -1.4221 -1.5203 -0.3750  0.053
S -2.4897 -2.5256 0.1619  0.150
C -3.4966 -1.5441 1.3262  -1.019
C -2.8417 -0.2966 1.8944  0.313
C -1.8179 -0.5232 3.0128  -0.371
C -0.8568 0.6609 3.1540  -1.078
S 0.6486 0.4165 2.1999  0.235
O 0.1547 0.3464 0.7180  0.811
C 1.4529 1.9723 2.3368  1.100
C 0.8719 3.1308 1.8236  -0.357
C 1.5374 4.3302 1.9947  -0.838
C 2.7529 4.3639 2.6774  -0.551
C 3.3186 3.2014 3.1832  -0.770
C 2.6717 1.9867 3.0066  -0.645
C -1.6071 -3.6790 1.1720  0.848
C -2.2443 -4.8999 1.3505  -0.812
C -1.6338 -5.8560 2.1501  -0.664
C -0.3985 -5.5955 2.7259  -0.633
C 0.2386 -4.3759 2.5124  -1.143
C -0.3685 -3.4047 1.7353  0.315
H -3.8119 -2.2647 2.0842  0.552
H -4.3697 -1.2787 0.7287  0.542
H -3.6559 0.3217 2.2792  0.666
H -2.4023 0.2677 1.0780  -0.627
H -1.2526 -1.4471 2.8676  -0.035
H -2.3382 -0.6479 3.9629  0.543
H -0.4714 0.7631 4.1722  0.645
H -1.3001 1.6140 2.8593  0.456
H -0.0806 3.0954 1.3072  0.238
H 1.1045 5.2463 1.6166  0.523
H 3.2555 5.3107 2.8227  0.468
H 4.2564 3.2390 3.7200  0.473
H 3.0981 1.0708 3.3982  0.501
H -3.1938 -5.1123 0.8725  0.512
H -2.1182 -6.8096 2.3075  0.459
H 0.0774 -6.3495 3.3377  0.453
H 1.2057 -4.1856 2.9576  0.528
H 0.1131 -2.4492 1.5666  0.291
Se 2.3710 -1.6156 -0.1167  0.125
Se 3.0509 -2.5726 -2.1102  0.117
C 1.3405 -2.6903 -2.9622  0.397
C 1.3376 -3.5367 -4.0623  -0.906
C 0.1473 -3.8091 -4.7051  -0.421
C -1.0185 -3.2492 -4.1967  -1.182
C -0.9334 -2.4068 -3.1186  -0.341
N 0.2381 -2.0751 -2.5071  0.056
C 2.8281 0.1940 -0.5976  0.549
C 4.0124 0.8125 -0.2814  -0.981
C 4.2025 2.1047 -0.7684  -0.329
C 3.2115 2.6896 -1.5403  -0.994
C 2.0418 1.9890 -1.7905  -0.044
N 1.8462 0.7562 -1.3093  0.905
H 2.2618 -3.9954 -4.3906  0.470
H 0.1230 -4.4680 -5.5626  0.461
H -1.9843 -3.4581 -4.6337  0.502
H -1.8231 -1.9330 -2.7336  0.635
H 4.7701 0.3045 0.2996  0.550
H 5.1222 2.6351 -0.5587  0.526
H 3.3383 3.6803 -1.9532  0.544
H 1.2488 2.4151 -2.3877  0.153
F -2.5472 6.0777 -2.0394  -0.246
C -2.1450 4.8462 -2.2499  0.625
C -2.1453 3.9303 -1.2032  -0.651
F -2.5372 4.2829 0.0149  -0.306
C -1.7136 2.6485 -1.4509  -0.134
F -1.6924 1.7395 -0.4446  0.303
C -1.2605 2.2311 -2.6894  0.146
S -0.7633 0.5680 -2.9695  -0.392
C -1.2624 3.1621 -3.7245  0.717
F -0.8356 2.8102 -4.9264  -0.292
C -1.7062 4.4598 -3.5116  0.177
F -1.7033 5.3291 -4.4981  -0.241

# 2
Here is an isolated molecule of H2NO3PS from the OMol25 dataset. Energies are from ωB97M-V/def2-TZVPD.

Output
**Calculated total energy**: -27789.8861 eV
**Energy above the lowest of the compared OMol25 structures with the same formula, charge and spin**: 0.000 eV
**Spin multiplicity**: 1
**HOMO**: -9.1 eV
**Kohn-Sham gap**: 8.819 eV

Each line ends with the natural charge from an NBO analysis.
CARTESIAN COORDINATES (ANGSTROEM)
N -0.0278 -1.1839 -0.5299  -1.189
O -0.0802 -0.3750 1.9834  -1.020
O -1.2758 1.0211 0.0829  -0.921
O 1.0649 1.2796 0.0622  -0.912
P -0.1185 0.0114 0.5945  2.417
S -0.1896 2.2171 -0.5186  0.784
H 0.2125 -0.9448 -1.4764  0.420
H 0.4146 -2.0255 -0.1981  0.420

# 3
Here is a cluster of 6 separate species, C21H42N7O6 in total from the OMol25 dataset. Energies are from ωB97M-V/def2-TZVPD.

Output
**Calculated total energy**: -45167.8654 eV
**Net charge**: +1
**Energy above the lowest of the compared OMol25 structures with the same formula, charge and spin**: 0.000 eV
**Spin multiplicity**: 1
**HOMO**: -10.7 eV
**Kohn-Sham gap**: 6.028 eV

Each line ends with the Mulliken charge.
CARTESIAN COORDINATES (ANGSTROEM)
O 0.6653 4.1311 3.7047  -0.359
C 0.8301 3.7078 4.8176  -0.065
C 1.3135 4.5890 5.9778  -0.423
N 2.6818 5.1095 5.6847  0.631
C 3.6134 4.9689 6.6044  0.344
C 4.8662 5.4680 6.3342  -0.673
C 5.0249 6.0592 5.1353  -0.172
C 3.9870 6.1280 4.2171  -0.230
N 2.8058 5.6511 4.5029  -0.722
H 0.6156 2.6466 5.0442  0.400
H 0.6575 5.4387 6.1484  0.325
H 1.3178 4.0048 6.8915  0.268
H 3.3863 4.4843 7.5340  0.395
H 5.6523 5.4018 7.0651  0.421
H 5.9778 6.4794 4.8549  0.416
H 4.1519 6.5776 3.2526  0.396
C 2.2803 4.0614 1.3028  -1.212
C 3.5624 4.7005 0.8408  0.593
O 4.5559 4.7512 1.5658  -0.721
N 3.5868 5.2283 -0.4016  -0.149
C 2.5139 5.2619 -1.3852  -0.693
H 2.4232 3.6910 2.3080  0.238
H 1.4757 4.7955 1.3125  0.416
H 2.0076 3.2242 0.6590  0.523
H 4.4730 5.6414 -0.6473  0.252
H 2.8373 4.7436 -2.2883  0.285
H 2.2911 6.2983 -1.6401  0.279
H 1.6129 4.7890 -1.0084  0.220
C -1.8937 1.4794 -1.6635  -1.083
C -1.5337 2.3036 -0.4526  0.801
O -1.5304 3.5274 -0.4690  -0.694
N -1.2014 1.6446 0.6903  -0.078
C -1.1380 0.2137 0.9194  -0.366
H -2.1313 2.1547 -2.4803  0.352
H -1.0610 0.8465 -1.9626  0.204
H -2.7641 0.8581 -1.4587  0.329
H -0.9768 2.2655 1.4514  0.126
H -1.8258 -0.0549 1.7254  0.296
H -0.1237 -0.0599 1.2243  0.275
H -1.4015 -0.3415 0.0229  -0.112
C -1.9172 -3.5908 -3.0964  -1.175
C -1.5441 -2.7915 -1.8796  0.901
O -1.5359 -1.5614 -1.8781  -0.616
N -1.2117 -3.4845 -0.7655  -0.057
C -1.1678 -4.9291 -0.5883  -0.967
H -2.1599 -2.9139 -3.9111  0.299
H -1.0800 -4.2216 -3.4034  0.292
H -2.7901 -4.2116 -2.8860  0.105
H -0.9714 -2.9002 0.0188  0.151
H -1.8550 -5.2161 0.2080  0.349
H -0.1572 -5.2267 -0.3037  0.247
H -1.4453 -5.4476 -1.4981  0.378
C -5.7763 -4.1419 -2.0200  -1.362
C -5.5952 -5.6259 -2.2277  0.803
O -4.7597 -6.2636 -1.6045  -0.645
N -6.3934 -6.2380 -3.1385  -0.179
C -7.4309 -5.6500 -3.9669  -0.815
H -5.0683 -3.8067 -1.2675  0.234
H -5.5795 -3.6060 -2.9498  0.399
H -6.7853 -3.9202 -1.6713  0.484
H -6.2168 -7.2263 -3.2257  0.237
H -8.3844 -6.1348 -3.7525  0.281
H -7.1891 -5.8097 -5.0187  0.279
H -7.5266 -4.5855 -3.7839  0.319
C 2.8589 -4.8891 -1.8007  -1.534
C 1.9412 -4.4559 -2.9182  0.904
O 1.1341 -5.2188 -3.4260  -0.648
N 2.0360 -3.1714 -3.3497  -0.110
C 2.9205 -2.1244 -2.8742  -0.844
H 2.6617 -5.9319 -1.5717  0.313
H 3.9022 -4.7896 -2.1020  0.458
H 2.6772 -4.2933 -0.9047  0.374
H 1.3956 -2.9502 -4.0960  0.239
H 2.3241 -1.2861 -2.5088  0.242
H 3.5443 -1.7743 -3.6981  0.308
H 3.5595 -2.4808 -2.0737  0.323